# 1
2 unconnected molecules or ions with the total composition CH5ClN2 in a non-equilibrium geometry, computed with the ωB97M-V functional and the def2-TZVPD basis.

XYZ file:
```
9
Properties=species:S:1:pos:R:3:forces:R:3
C -1.537670 1.039926 -0.013361 0.073 -0.277 0.620
N 1.046536 -1.001527 0.162164 -1.290 -0.687 0.011
N 1.408882 0.308244 0.405510 0.492 -1.980 -1.903
Cl -2.251335 -0.490033 0.086919 -0.758 -0.568 -0.793
H -1.261347 1.515522 -0.935361 -0.186 -0.173 -0.256
H -0.969356 1.091097 0.876590 0.678 1.156 0.426
H 0.071177 -1.275573 0.398120 1.153 0.644 0.208
H 1.320449 -1.561885 -0.671841 0.208 1.196 0.736
H 2.172664 0.374230 -0.308743 -0.369 0.689 0.951
```
Positions in Å, forces in eV/Å.

Total charge: 0
Frontier orbital gap (alpha / beta) (eV): 9.38 / 8.08
Largest force on an atom (eV/A): 2.79
Energy (eV): -16616.402
Relative energy (zero: lowest compared OMol25 entry of this formula, charge and spin) (kcal per mole): 94.1

natural (NBO) atomic charge list, values in e, 6 entries: -0.373, -0.608, -0.413, -0.009, 0.193, 0.194

# 2
A gas-phase ion, C5H15N2S (charge +1) in a non-equilibrium geometry, computed with the ωB97M-V functional and the def2-TZVPD basis.

XYZ file:
```
23
Properties=species:S:1:pos:R:3:forces:R:3
C 0.396253 -0.737984 0.801781 -0.600 0.454 0.464
N -0.070372 -0.357990 -0.522703 -0.696 0.721 -0.092
C -1.358461 0.388863 -0.411512 -0.406 -0.204 -0.300
C -1.577467 1.451776 -1.494403 -0.256 -0.060 0.405
C -0.855837 2.773822 -1.297295 -0.021 0.743 -0.085
S 0.943224 2.846547 -1.560610 0.114 -0.245 -0.239
C 1.384074 -1.900170 0.753322 0.569 0.470 -0.865
N 1.281911 -3.018515 1.768430 0.482 0.495 0.102
H -0.523236 -0.933007 1.359303 0.107 -0.645 0.145
H 0.846258 0.079688 1.384686 0.104 0.077 -0.218
H 0.513866 0.312830 -1.014990 0.709 -0.352 0.277
H -2.196848 -0.316503 -0.470840 0.221 -0.079 0.034
H -1.459904 0.884220 0.560906 0.175 0.082 0.080
H -2.641582 1.711588 -1.459348 0.010 -0.135 0.040
H -1.428904 1.049983 -2.497831 0.277 -0.048 0.029
H -1.048058 3.256304 -0.336683 -0.105 -0.418 0.146
H -1.270469 3.505059 -1.997319 0.173 -0.179 -0.168
H 1.347320 2.640076 -0.303263 -0.082 0.010 0.137
H 1.367199 -2.310239 -0.255067 -0.169 -0.340 0.153
H 2.380353 -1.489347 0.913402 0.118 -0.223 -0.040
H 0.372934 -3.482290 1.844754 0.046 0.196 0.000
H 1.594527 -2.643446 2.664071 -0.608 -0.009 0.345
H 2.003219 -3.711265 1.571209 -0.165 -0.313 -0.351
```
Positions in Å, forces in eV/Å.

Total charge: +1
Frontier orbital gap (eV): 7.86
Largest force on an atom (eV/A): 1.14
SMILES string: [NH3+]CCNCCCS
Energy (eV): -19236.492
Relative energy (zero: lowest compared OMol25 entry of this formula, charge and spin) (kcal per mole): 30.5

natural (NBO) atomic charge list, values in e, 6 entries: -0.255, -0.636, -0.221, -0.434, -0.528, -0.030

# 3
2 unconnected molecules or ions with the total composition C3H5NS3 in a non-equilibrium geometry, computed with the ωB97M-V functional and the def2-TZVPD basis.

XYZ file:
```
12
Properties=species:S:1:pos:R:3:forces:R:3
C 2.047673 1.817941 -1.091971 0.214 -1.170 -0.698
C -1.311822 -0.517807 -0.988585 0.324 -0.659 0.306
C -0.371987 -1.422624 1.572605 -3.029 0.441 1.163
N 1.727246 0.944607 -1.838655 0.104 1.079 0.246
S 2.644280 2.980252 -0.235355 -0.074 0.538 0.364
S -2.195327 0.652615 -0.140204 1.389 -2.582 3.210
S -0.478387 -1.756643 -0.206214 -0.861 0.522 -0.306
H -1.341356 -1.490231 2.271519 1.558 0.542 -2.136
H 0.049672 -0.433401 1.553108 0.175 0.407 0.788
H 0.213840 -2.126110 2.085323 1.478 -0.914 0.154
H -2.428594 1.356823 -1.119078 -0.960 2.250 -3.190
H 1.444762 -0.005423 -1.862492 -0.318 -0.454 0.098
```
Positions in Å, forces in eV/Å.

Total charge: 0
Frontier orbital gap (eV): 8.83
Largest force on an atom (eV/A): 4.35
Energy (eV): -37184.840
Relative energy (zero: lowest compared OMol25 entry of this formula, charge and spin) (kcal per mole): 60.4

natural (NBO) atomic charge list, values in e, 6 entries: 0.234, -0.551, -0.816, -0.658, -0.021, 0.166

Question: Which of these has the highest relative energy (zero: lowest compared OMol25 entry of this formula, charge and spin)?
Answer: CH5ClN2

Question: Which value of energy does entry 1 give?
Answer: -16616.402 eV

Please write out number 3 again, unchanged.
2 unconnected molecules or ions with the total composition C3H5NS3 in a non-equilibrium geometry, computed with the ωB97M-V functional and the def2-TZVPD basis.

XYZ file:
```
12
Properties=species:S:1:pos:R:3:forces:R:3
C 2.047673 1.817941 -1.091971 0.214 -1.170 -0.698
C -1.311822 -0.517807 -0.988585 0.324 -0.659 0.306
C -0.371987 -1.422624 1.572605 -3.029 0.441 1.163
N 1.727246 0.944607 -1.838655 0.104 1.079 0.246
S 2.644280 2.980252 -0.235355 -0.074 0.538 0.364
S -2.195327 0.652615 -0.140204 1.389 -2.582 3.210
S -0.478387 -1.756643 -0.206214 -0.861 0.522 -0.306
H -1.341356 -1.490231 2.271519 1.558 0.542 -2.136
H 0.049672 -0.433401 1.553108 0.175 0.407 0.788
H 0.213840 -2.126110 2.085323 1.478 -0.914 0.154
H -2.428594 1.356823 -1.119078 -0.960 2.250 -3.190
H 1.444762 -0.005423 -1.862492 -0.318 -0.454 0.098
```
Positions in Å, forces in eV/Å.

Total charge: 0
Frontier orbital gap (eV): 8.83
Largest force on an atom (eV/A): 4.35
Energy (eV): -37184.840
Relative energy (zero: lowest compared OMol25 entry of this formula, charge and spin) (kcal per mole): 60.4

natural (NBO) atomic charge list, values in e, 6 entries: 0.234, -0.551, -0.816, -0.658, -0.021, 0.166

Question: Among the records above, which one has the lowest energy?
Answer: C3H5NS3